{"formula": "C54H122N6O2", "method": "ωB97M-V/def2-TZVPD", "species": ["C", "C", "C", "O", "H", "H", "H", "H", "H", "H", "H", "C", "C", "C", "O", "H", "H", "H", "H", "H", "H", "H", "C", "C", "C", "N", "C", "C", "C", "C", "C", "H", "H", "H", "H", "H", "H", "H", "H", "H", "H", "H", "H", "H", "H", "H", "H", "H", "H", "C", "C", "C", "N", "C", "C", "C", "C", "C", "H", "H", "H", "H", "H", "H", "H", "H", "H", "H", "H", "H", "H", "H", "H", "H", "H", "H", "C", "C", "C", "N", "C", "C", "C", "C", "C", "H", "H", "H", "H", "H", "H", "H", "H", "H", "H", "H", "H", "H", "H", "H", "H", "H", "H", "C", "C", "C", "N", "C", "C", "C", "C", "C", "H", "H", "H", "H", "H", "H", "H", "H", "H", "H", "H", "H", "H", "H", "H", "H", "H", "H", "C", "C", "C", "N", "C", "C", "C", "C", "C", "H", "H", "H", "H", "H", "H", "H", "H", "H", "H", "H", "H", "H", "H", "H", "H", "H", "H", "C", "C", "C", "N", "C", "C", "C", "C", "C", "H", "H", "H", "H", "H", "H", "H", "H", "H", "H", "H", "H", "H", "H", "H", "H", "H", "H"], "positions_angstrom": [[0.8534, 2.0471, 0.5708], [0.2277, 0.7054, 0.1972], [-0.5027, 0.1102, 1.4613], [-0.6308, 0.9070, -0.8602], [1.2326, 2.1986, 1.5927], [0.0752, 2.8135, 0.5717], [1.7297, 2.2657, -0.0399], [0.9797, -0.0577, -0.0913], [0.0980, 0.3411, 2.3503], [-0.5723, -0.9840, 1.4736], [-1.5080, 0.5232, 1.5611], [4.2991, 6.0307, 0.5028], [3.3264, 5.6984, -0.6409], [1.9371, 5.3203, -0.1202], [3.2280, 6.6214, -1.6171], [4.1829, 6.9606, 1.0636], [5.3215, 5.9968, 0.1247], [4.1662, 5.2397, 1.2604], [3.7282, 4.7160, -1.0163], [1.9355, 4.5069, 0.6315], [1.2119, 5.0444, -0.8897], [1.5092, 6.1878, 0.4001], [3.2942, -2.8574, 0.8845], [4.0031, -1.8587, 1.8144], [4.9060, -0.7699, 1.2061], [5.0101, 0.4726, 2.0774], [5.5137, 0.0348, 3.4367], [3.7498, 1.3722, 2.1491], [4.2214, 2.7460, 2.5480], [5.5169, 2.8541, 1.8354], [6.0638, 1.4483, 1.5203], [3.0424, -3.7192, 1.5037], [3.9259, -3.2678, 0.0957], [2.3722, -2.4116, 0.5044], [4.6182, -2.5093, 2.4410], [3.2767, -1.4294, 2.5051], [4.5339, -0.4319, 0.2361], [5.9554, -1.0015, 1.0286], [5.6664, 0.9218, 4.0514], [6.4916, -0.4327, 3.3629], [4.7340, -0.5606, 3.9023], [3.1027, 0.8186, 2.8324], [3.2207, 1.3567, 1.1967], [4.2655, 2.6215, 3.6371], [3.4900, 3.5322, 2.3748], [6.2227, 3.5341, 2.3171], [5.2895, 3.4909, 0.9726], [7.0217, 1.3110, 2.0096], [6.0767, 1.3664, 0.4361], [-1.2603, -4.4309, -2.4275], [-1.7960, -3.0732, -1.9504], [-3.2822, -2.8915, -2.2939], [-3.7064, -1.5211, -1.8522], [-3.6900, -1.2579, -0.3500], [-2.9511, -0.4491, -2.6155], [-3.5728, -0.4569, -4.0241], [-5.0386, -0.7627, -3.7666], [-5.0925, -1.1870, -2.2992], [-0.1714, -4.4628, -2.4024], [-1.4996, -4.6155, -3.4760], [-1.6714, -5.2041, -1.7756], [-1.2422, -2.4427, -2.6524], [-1.4258, -2.8353, -0.9549], [-3.9584, -3.5812, -1.7878], [-3.3821, -3.0092, -3.3701], [-4.3228, -0.4137, -0.1092], [-2.6373, -1.1212, -0.1115], [-4.0899, -2.1418, 0.1457], [-3.0093, 0.5172, -2.1105], [-1.8911, -0.6498, -2.4690], [-3.4053, 0.5048, -4.5076], [-3.1247, -1.1931, -4.6921], [-5.7074, 0.0204, -4.1124], [-5.3173, -1.6625, -4.3211], [-5.4071, -0.2632, -1.8177], [-5.7620, -2.0391, -2.2034], [0.1554, 1.2747, -5.1041], [0.8073, 0.2225, -4.2163], [1.7848, -0.6642, -5.0458], [2.5115, -1.6651, -4.1948], [3.1439, -1.0017, -2.9989], [3.6307, -2.3301, -5.0044], [3.1566, -3.7503, -5.2006], [2.4646, -4.0835, -3.8598], [1.6168, -2.8093, -3.6931], [0.6143, 2.2334, -5.3351], [-0.7764, 1.5639, -4.6127], [-0.1836, 0.7702, -6.0128], [0.0879, -0.2935, -3.5786], [1.3526, 0.7673, -3.4412], [2.5559, -0.0713, -5.5375], [1.3552, -1.2405, -5.8680], [3.6711, -0.1072, -3.3272], [3.7471, -1.7199, -2.4516], [2.3793, -0.6274, -2.3177], [4.4537, -2.4784, -4.3008], [4.0691, -1.7433, -5.8063], [4.0822, -4.3091, -5.3423], [2.4856, -3.8735, -6.0508], [3.2244, -4.2592, -3.1005], [1.8276, -4.9551, -3.9917], [1.3368, -2.6097, -2.6631], [0.8280, -2.7757, -4.4425], [-1.4088, 5.9904, 1.6041], [-2.3900, 4.8960, 2.0154], [-2.7124, 5.0080, 3.5466], [-2.7244, 3.6044, 4.1538], [-4.0454, 2.9653, 3.8067], [-1.5941, 2.7455, 3.7728], [-1.3943, 1.7821, 4.9164], [-1.8341, 2.4972, 6.1837], [-2.6001, 3.7631, 5.6810], [-1.8473, 6.9811, 1.4834], [-0.9337, 5.8092, 0.6381], [-0.6115, 6.0496, 2.3447], [-2.0747, 3.8852, 1.7714], [-3.4021, 4.9573, 1.6036], [-3.7279, 5.3532, 3.7148], [-1.9757, 5.6310, 4.0456], [-4.1012, 2.6867, 2.7549], [-4.8276, 3.6540, 4.1087], [-4.1963, 1.9992, 4.2901], [-1.7741, 2.2163, 2.8380], [-0.7126, 3.3129, 3.4598], [-1.8991, 0.8556, 4.6134], [-0.4251, 1.2937, 5.0440], [-2.4507, 1.9201, 6.8688], [-0.9899, 2.8913, 6.7449], [-3.5833, 3.9601, 6.0989], [-1.9585, 4.6262, 5.8330], [1.4113, 4.5838, -3.1168], [0.1175, 4.0726, -2.5153], [-1.0700, 4.9189, -3.0705], [-2.4572, 4.3728, -2.8143], [-2.6490, 4.0798, -1.3545], [-2.7330, 3.2081, -3.7745], [-4.2535, 3.2141, -4.0014], [-4.7120, 4.6491, -3.7429], [-3.5063, 5.4050, -3.2261], [2.2978, 3.9825, -2.9234], [1.6441, 5.6150, -2.8344], [1.4283, 4.7268, -4.2065], [0.1251, 4.3024, -1.4497], [-0.0389, 3.0303, -2.7930], [-0.9353, 4.8452, -4.1486], [-0.9668, 5.9249, -2.6702], [-2.0600, 3.2135, -1.0357], [-3.7099, 3.8818, -1.2150], [-2.2782, 4.9440, -0.8105], [-2.3830, 2.2560, -3.3772], [-2.1571, 3.2981, -4.6932], [-4.7225, 2.4235, -3.4192], [-4.4979, 3.1187, -5.0593], [-5.4279, 4.5987, -2.9171], [-5.2386, 5.0238, -4.6132], [-3.7556, 6.1828, -2.5093], [-3.0951, 5.9385, -4.0865], [0.2219, -4.2364, 3.2785], [-0.4599, -5.5500, 2.9308], [0.2402, -6.6920, 3.6302], [-0.4112, -8.0430, 3.4601], [-0.6145, -8.4943, 2.0191], [-1.7642, -8.2093, 4.1654], [-1.7268, -9.6327, 4.6430], [-0.3710, -9.9235, 5.1338], [0.5093, -9.0551, 4.2152], [1.2618, -4.1021, 2.9794], [0.1875, -4.0394, 4.3592], [-0.2096, -3.2569, 3.0428], [-0.3873, -5.6281, 1.8376], [-1.5453, -5.5040, 3.0497], [0.1728, -6.5014, 4.7008], [1.2562, -6.7685, 3.2495], [0.3118, -8.3070, 1.4818], [-1.4104, -7.8954, 1.5820], [-0.9084, -9.5384, 2.0095], [-2.5408, -7.8771, 3.4780], [-1.9074, -7.5069, 4.9912], [-1.9713, -10.3548, 3.8521], [-2.5288, -9.8867, 5.3399], [-0.0201, -10.9456, 5.2458], [-0.2677, -9.5292, 6.1524], [0.9017, -9.7229, 3.4433], [1.4188, -8.6102, 4.6104]], "gap_ev": 3.47, "de_lowest_ev": 0.000, "energy_ev": -70970.0659, "lumo_energy_ev": -7.537, "charge": 4, "homo_ha": -0.4045}